Record 1
{"formula": "C4H5ClN2", "method": "ωB97M-V/def2-TZVPD", "elements": ["C", "C", "C", "C", "H", "H", "H", "H", "H", "N", "N", "Cl"], "xyz": [[-0.32270, 1.76154, 0.44868], [0.43813, -0.50508, 0.72654], [0.51360, -1.66932, 0.03839], [0.08765, -1.16377, -1.30766], [0.15039, 2.76142, 0.01148], [0.25515, 1.67458, 1.31645], [-1.49644, 1.88786, 0.65020], [0.11160, -0.25383, 1.97061], [0.60127, -2.76781, 0.34381], [0.17734, 0.52271, -0.23777], [-0.19479, 0.03848, -1.39964], [-0.32119, -2.28678, -2.56110]], "homo_lumo_gap_ha": 0.364, "homo_energy_ev": -9.1, "smiles": "Cn1ccc(Cl)n1", "e_above_lowest_kcal_mol": 74.6, "lumo_energy_ev": 0.75, "total_energy_ev": -19728.70854}


Record 2
{"formula": "C4H5ClN2O", "method": "ωB97M-V/def2-TZVPD", "elements": ["C", "C", "C", "C", "N", "N", "O", "Cl", "H", "H", "H", "H", "H"], "xyz": [[-1.23811, -1.17796, 1.64937], [1.54037, 0.53009, 0.04540], [-0.79030, 0.32321, -0.51290], [0.56845, 0.19934, -0.98391], [-0.63056, -0.76094, 2.49155], [-1.93309, 0.52841, -0.71449], [-3.09959, 0.68631, -0.62028], [0.90567, -1.56162, -1.19757], [1.60253, -0.11734, 0.84531], [1.19774, 1.42832, 0.50882], [2.54980, 0.83909, -0.38001], [-1.52641, -1.66590, 0.73131], [0.85350, 0.74899, -1.86260]], "homo_lumo_gap_ha": 0.389, "homo_energy_ev": -10.2, "smiles": "C[C@@H](Cl)C#[N+][O-].C#N", "e_above_lowest_kcal_mol": 108.4, "lumo_energy_ev": 0.36, "total_energy_ev": -21774.73622}


Record 3
{"formula": "C4H5ClN2O", "method": "ωB97M-V/def2-TZVPD", "elements": ["C", "C", "C", "C", "H", "H", "H", "H", "H", "N", "N", "O", "Cl"], "xyz": [[-0.05269, 0.81569, -1.91162], [-0.18207, 0.78928, -0.38896], [0.10677, -0.49931, 0.27172], [0.01685, -0.57202, 1.59305], [-0.61270, 2.77218, -1.78265], [-0.23172, 2.25563, -3.35247], [0.39968, -0.08751, -3.53333], [0.39190, -1.35301, -0.38860], [-0.25785, 0.31035, 2.16124], [-0.43445, 2.01252, -2.42814], [0.35882, -0.23557, -2.50112], [-0.48818, 1.79503, 0.20431], [0.31838, -1.99402, 2.49300]], "homo_lumo_gap_ha": 0.346, "homo_energy_ev": -9.7, "smiles": "[H]/N=C(\\N)C(=O)/C=C/Cl", "e_above_lowest_kcal_mol": 18.3, "lumo_energy_ev": -0.31, "total_energy_ev": -21778.64372}


Record 4
{"formula": "C4H5ClN2O2", "method": "ωB97M-V/def2-TZVPD", "elements": ["C", "C", "C", "C", "N", "N", "O", "O", "Cl", "H", "H", "H", "H", "H"], "xyz": [[-0.40812, 0.06792, 0.21819], [-2.47055, -0.09202, -0.70235], [2.02898, -0.60168, 0.27839], [1.03077, 0.48249, 0.48944], [-1.27647, -0.81410, 1.12482], [-1.19182, 0.50508, -0.77681], [-3.38896, 0.06431, -1.46487], [-2.42993, -0.89770, 0.37351], [1.33484, 1.95019, -0.46748], [2.89446, -0.22479, 0.68237], [2.02789, -1.18745, -0.70006], [1.67921, -1.36018, 1.04504], [1.21353, 0.95431, 1.46165], [-1.04384, 1.15361, -1.56183]], "homo_lumo_gap_ha": [0.347, 0.347], "homo_energy_ev": [-9.1, -9.1], "smiles": "C[C@@H](Cl)c1noc(=O)[nH]1", "e_above_lowest_kcal_mol": 62.3, "lumo_energy_ev": [0.33, 0.33], "total_energy_ev": -23824.49631}


Record 5
{"formula": "C4H5ClN2S", "method": "ωB97M-V/def2-TZVPD", "elements": ["C", "C", "C", "C", "N", "N", "S", "Cl", "H", "H", "H", "H", "H"], "xyz": [[-0.41419, 0.48950, 1.04852], [1.45139, 1.38127, 1.81291], [0.41441, -0.07184, 0.13265], [0.04724, -0.89370, -1.00287], [0.19181, 1.28032, 2.00435], [-1.11280, -0.24417, -1.85475], [2.02625, 0.36237, 0.47123], [-0.56634, -2.46306, -0.34337], [-1.44763, 0.19135, 0.97736], [1.97600, 2.00553, 2.54502], [0.70614, -1.01771, -1.81810], [-1.25721, -1.04708, -2.44274], [-2.01506, 0.02722, -1.53021]], "homo_lumo_gap_ha": 0.370, "homo_energy_ev": -9.4, "smiles": "N[C@H](Cl)c1cncs1", "e_above_lowest_kcal_mol": 24.1, "lumo_energy_ev": 0.67, "total_energy_ev": -30565.85224}


Record 6
{"formula": "C4H5ClN3O2", "method": "ωB97M-V/def2-TZVPD", "elements": ["C", "C", "C", "C", "N", "N", "N", "O", "O", "Cl", "H", "H", "H", "H", "H"], "xyz": [[0.16679, -1.43073, 0.58912], [-0.41202, -1.80690, -0.59488], [-0.17525, 0.34382, -0.75388], [0.67231, 0.82655, 1.66674], [0.22049, -0.08320, 0.65785], [-0.60651, -0.78176, -1.37266], [-0.17639, 1.68046, -1.24231], [0.36532, 2.52055, -0.59556], [-0.78435, 1.70849, -2.28135], [-1.03448, -3.31295, -1.14386], [0.28928, -2.10639, 1.40680], [1.62339, 1.51951, 1.39013], [-0.16698, 1.51281, 2.01672], [0.94272, 0.36076, 2.60462], [-0.92432, -0.95102, -2.34748]], "homo_lumo_gap_ha": 0.313, "homo_energy_ev": -14.4, "charge": 1, "smiles": "Cn1cc(Cl)[nH+]c1[N+](=O)[O-]", "e_above_lowest_kcal_mol": 81.3, "lumo_energy_ev": -5.88, "total_energy_ev": -25305.10104}


Record 7
{"formula": "C4H5ClO", "method": "ωB97M-V/def2-TZVPD", "elements": ["C", "C", "C", "C", "H", "H", "H", "H", "H", "O", "Cl"], "xyz": [[-0.56388, -0.70529, -1.66896], [-0.21180, -0.71092, -0.37033], [0.56110, 0.34426, 0.29056], [0.12136, 0.74848, 1.57356], [-1.22833, -1.42453, -2.12573], [-0.54900, -1.63660, 0.12394], [1.08013, 1.06085, -0.35704], [0.32550, 1.73113, 1.94356], [-0.71466, 0.10107, 1.94998], [1.32266, -0.01809, 1.44852], [-0.14308, 0.50965, -2.80807]], "homo_lumo_gap_ha": 0.384, "homo_energy_ev": -9.5, "smiles": "Cl/C=C\\[C@H]1CO1", "e_above_lowest_kcal_mol": 31.5, "lumo_energy_ev": 0.95, "total_energy_ev": -18796.83500}


Record 8
{"formula": "C4H5ClO", "method": "ωB97M-V/def2-TZVPD", "elements": ["C", "C", "C", "C", "H", "H", "H", "H", "H", "O", "Cl"], "xyz": [[0.85589, -0.51677, 1.35792], [0.20300, -0.55002, -0.03794], [-0.84187, 0.49325, -0.25548], [-0.90341, 0.54178, -1.68829], [1.46374, -1.34805, 1.82836], [0.09449, -0.24052, 2.23864], [-1.06883, 1.25732, 0.60850], [-0.10110, -0.16750, -2.68919], [-1.72465, 1.02678, -2.28362], [0.16825, -1.54857, -0.60182], [1.85450, 1.05229, 1.52292]], "homo_lumo_gap_ha": 0.361, "homo_energy_ev": -9.9, "e_above_lowest_kcal_mol": 84.2, "lumo_energy_ev": -0.06, "total_energy_ev": -18794.54852}


Record 9
{"formula": "C4H5ClO2", "method": "ωB97M-V/def2-TZVPD", "elements": ["C", "C", "C", "C", "O", "O", "Cl", "H", "H", "H", "H", "H"], "xyz": [[-2.83065, 1.27573, -0.00547], [-1.88438, 0.08566, 0.00756], [-0.44744, 0.26307, 0.00807], [0.51634, -0.92732, -0.03728], [-4.02446, 1.23525, 0.00486], [0.04806, 1.47236, -0.10437], [-2.61351, -1.49117, 0.06288], [-2.16266, 2.24740, -0.10107], [0.94295, -1.09831, -1.04978], [0.33662, -1.88518, 0.45706], [1.45267, -0.69612, 0.41008], [1.08242, 1.39791, -0.08174]], "homo_lumo_gap_ha": 0.328, "homo_energy_ev": -8.7, "smiles": "C/C(O)=C(\\Cl)C=O", "e_above_lowest_kcal_mol": 14.0, "lumo_energy_ev": 0.19, "total_energy_ev": -20844.76963}


Record 10
{"formula": "C4H5ClOS", "method": "ωB97M-V/def2-TZVPD", "elements": ["C", "C", "C", "C", "H", "H", "H", "H", "H", "O", "S", "Cl"], "xyz": [[-0.46744, 0.82489, 0.07267], [0.30993, 0.21283, -0.98831], [0.96811, -0.93907, -0.06982], [-0.90666, -0.31880, 0.97627], [0.38775, 1.44280, 0.58197], [-0.25324, -0.10566, -1.86578], [1.15112, 0.86662, -1.21444], [1.45926, -1.77826, -0.76777], [1.53341, -0.45281, 0.81402], [-0.11575, -1.49651, 0.75712], [-2.25094, -0.23184, 1.95814], [-1.81554, 1.97580, -0.25406]], "homo_lumo_gap_ha": 0.319, "homo_energy_ev": -8.9, "smiles": "S=C1OCC[C@H]1Cl", "e_above_lowest_kcal_mol": 32.2, "lumo_energy_ev": -0.18, "total_energy_ev": -29632.30981}


Record 11
{"formula": "C4H5CuLiO2", "method": "ωB97M-V/def2-TZVPD", "elements": ["C", "C", "C", "C", "O", "O", "Li", "Cu", "H", "H", "H", "H", "H"], "xyz": [[1.42328, -0.82891, -0.20081], [0.80706, 0.06694, 0.79768], [-0.64244, 0.00340, 0.37449], [-1.06072, 0.96118, -0.52698], [-2.16309, 0.92203, -1.20030], [1.86869, -1.95684, 0.03410], [1.97016, -3.29017, 1.25560], [-3.78715, 2.32626, -2.16600], [1.42515, -0.47287, -1.24849], [1.08291, 1.15715, 0.56098], [0.98218, -0.29096, 1.82146], [-1.36050, -0.54279, 0.98968], [-0.54553, 1.94558, -0.49140]], "homo_lumo_gap_ha": [0.097, 0.176], "homo_energy_ev": [-4.7, -6.8], "e_above_lowest_kcal_mol": 33.6, "lumo_energy_ev": [-2.03, -2.04], "s2": 0.752, "multiplicity": 2, "total_energy_ev": -53164.39668}


Record 12
{"formula": "C4H5CuNaO3", "method": "ωB97M-V/def2-TZVPD", "elements": ["O", "Cu", "O", "C", "C", "H", "H", "H", "O", "C", "C", "Na", "H", "H"], "xyz": [[1.83675, -1.00869, -0.88219], [-0.30820, -0.99963, -1.92540], [1.40341, -0.26632, -2.03977], [1.84714, -0.31748, 0.28024], [0.97867, -0.54815, 1.31751], [0.81926, -0.88750, 2.34586], [2.78203, 0.25730, 0.22814], [1.51829, -1.66390, 1.25990], [-2.16098, 0.57684, 1.85152], [-2.13282, -0.08482, 0.76492], [-1.28562, 0.30315, -0.28187], [-0.37118, 1.83926, 2.13514], [-1.52024, 1.29355, -0.71310], [-2.43652, -1.15449, 0.73121]], "homo_lumo_gap_ha": [0.218, 0.207], "homo_energy_ev": [-7.0, -6.8], "e_above_lowest_kcal_mol": 0.0, "lumo_energy_ev": [-1.05, -1.13], "s2": 0.759, "multiplicity": 2, "total_energy_ev": -59415.94755}